Computed, not measured: the molecule CHIOS2 at a distorted geometry, with the ωB97M-V functional and the def2-TZVPD basis.

Atoms and positions in Å:
1 H -1.625 0.017 -0.323
2 I 2.232 -0.203 0.877
3 O 0.125 2.039 0.008
4 C -0.699 -0.577 -0.121
5 S -0.690 -2.118 0.205
6 S 0.658 0.842 -0.647

Energy relative to the best compared isomer or geometry (same formula, charge and spin), kJ/mol: 194.6
HOMO, eV: -9.17

=====

Computed, not measured: the molecule CHIS2 at a distorted geometry, with the ωB97M-V functional and the def2-TZVPD basis.

Atoms and positions in Å:
1 H 1.644 -0.465 0.760
2 S -0.190 1.239 -0.312
3 C -1.505 0.366 -0.330
4 S 1.960 0.587 0.057
5 I -1.909 -1.727 -0.175

Energy relative to the best compared isomer or geometry (same formula, charge and spin), kJ/mol: 235.5
HOMO, eV: -8.90

=====

Computed, not measured: CHLiO2Sr as an isolated structure at a distorted geometry, with the ωB97M-V functional and the def2-TZVPD basis.

Atoms and positions in Å:
1 H -0.524 1.476 0.341
2 Sr 0.427 -2.236 -0.401
3 O -0.519 0.486 0.344
4 O 1.764 0.253 -0.020
5 Li -1.902 -0.602 -0.630
6 C 0.753 0.622 0.366

Net charge: +2
Energy relative to the best compared isomer or geometry (same formula, charge and spin), kJ/mol: 274.3
HOMO (alpha / beta), eV: -15.31 / -17.27

=====

Computed, not measured: CHLiOY as an isolated structure at a distorted geometry, with the ωB97M-V functional and the def2-TZVPD basis.

Atoms and positions in Å:
1 H 0.742 -0.659 -0.676
2 Y 1.792 1.450 1.207
3 Li -1.504 -1.282 0.811
4 O -1.054 0.048 -0.455
5 C 0.025 0.443 -0.887

Net charge: +1
Energy relative to the best compared isomer or geometry (same formula, charge and spin), kJ/mol: 61.7
HOMO (alpha / beta), eV: -10.92 / -10.95

=====

Computed, not measured: a 2-piece molecular cluster, CHN2O2P overall at a distorted geometry, with the ωB97M-V functional and the def2-TZVPD basis.

Atoms and positions in Å:
1 P 0.245 0.508 1.560
2 H 1.425 -0.131 1.569
3 O -0.382 -1.223 -0.070
4 N -1.078 -1.553 -1.055
5 C 0.755 1.470 0.160
6 O -2.131 -1.173 -1.455
7 N 1.167 2.103 -0.710

Energy relative to the best compared isomer or geometry (same formula, charge and spin), kJ/mol: 158.3
HOMO (alpha / beta), eV: -10.85 / -9.19

=====

Computed, not measured: a 2-piece molecular cluster, CHN2O3P overall at a distorted geometry, with the ωB97M-V functional and the def2-TZVPD basis.

Atoms and positions in Å:
1 C -0.175 0.091 -0.441
2 P -1.815 -0.099 0.179
3 N 3.751 -0.051 0.135
4 N 4.125 -1.127 0.263
5 O -1.284 0.811 -1.160
6 O -2.627 -1.296 -0.223
7 O -2.437 0.825 1.205
8 H 0.463 0.846 0.040

Net charge: -2
Energy relative to the best compared isomer or geometry (same formula, charge and spin), kJ/mol: 400.1
HOMO (alpha / beta), eV: 2.92 / 2.92